24
Properties=species:S:1:pos:R:3:forces:R:3:lowdin_charge:R:1 method="wB97M-V/def2-TZVPD" gap_ha=0.3010 charge=0 e_homo_ev=-7.869 total_energy_ev=-24918.4993 de_lowest_kj_mol=372.0
H 0.8754 -1.6492 -2.0675 0.383 -0.438 -0.480 -0.126
C 0.6839 0.6502 -0.8758 -2.491 -1.393 -1.341 -0.185
O 0.9009 0.2962 2.6586 0.560 0.312 -0.455 -0.045
O -0.6128 0.0396 -2.3358 0.092 2.251 2.849 -0.610
C 1.3417 0.2982 1.3204 -1.735 1.373 -0.713 -0.148
H -0.7491 1.8151 1.6334 0.490 0.172 1.565 0.123
H 0.0742 -1.8468 -0.4679 -0.352 0.359 0.554 0.083
H 1.9417 -0.5556 1.1132 1.175 -0.428 -0.161 0.119
H 1.7773 1.3102 0.9800 -0.208 -1.667 1.164 0.163
H 0.9308 -0.6977 -3.8899 0.573 0.080 -0.263 -0.127
H 1.5329 0.0566 -1.2375 -0.134 0.556 -0.231 0.137
O -1.6385 1.9006 -0.0572 0.611 1.904 1.590 -0.033
H -0.6795 -2.6679 1.7362 -1.782 -2.704 -0.046 0.060
H -0.2229 2.2720 -0.8214 -0.529 0.004 0.459 0.101
C 0.0436 0.1080 0.3630 1.450 4.139 1.451 -0.358
O -0.2348 -1.8882 1.5959 1.606 3.608 -0.676 -0.026
C -1.0881 1.0746 0.9730 0.645 -1.195 -3.202 -0.077
H -1.8245 0.3502 1.2566 -0.627 0.251 1.202 0.123
C -0.4442 -1.2379 0.3001 -1.258 -3.650 -0.432 -0.189
H 0.4097 -0.5362 2.6672 -0.109 -0.235 0.633 0.067
O 0.6414 1.9076 -1.0993 1.672 0.810 -0.622 0.115
H -2.0448 1.4212 -0.7271 -1.211 -1.749 -2.014 0.065
H -1.5376 -1.2108 0.0302 0.957 -0.302 0.215 0.153
P -0.0765 -1.2102 -3.0483 0.222 -2.057 -1.045 0.617

---

29
Properties=species:S:1:pos:R:3:forces:R:3:lowdin_charge:R:1 method="wB97M-V/def2-TZVPD" gap_ha="0.2666 / 0.3007" charge=0 multiplicity=2 e_homo_ev="-7.264 / -8.924" total_energy_ev=-83465.3255
C -0.5050 -2.7800 2.3223 -0.016 -0.015 -0.041 -0.100
H 0.2555 -3.8834 0.6448 -0.014 0.012 0.008 0.103
C 1.1261 3.1833 -2.4586 0.000 0.015 0.077 -0.074
O 1.0817 1.0825 2.6734 0.245 0.164 0.675 -0.252
H -2.9052 -0.3985 2.1592 0.034 0.019 -0.015 0.106
H 1.3269 1.5110 4.6066 0.241 0.121 0.087 0.130
C 1.1142 2.8815 -3.7951 0.001 0.043 -0.026 -0.060
C -1.3921 -1.8011 2.7500 0.003 -0.003 -0.107 -0.116
C 1.1153 0.6763 3.9260 -0.698 -0.239 -0.371 -0.474
H 1.3049 4.1903 -2.1079 -0.008 -0.032 -0.017 0.111
C -0.4400 -3.1219 0.9763 -0.027 0.032 0.031 -0.103
O 0.4488 -0.0575 -1.0730 0.092 -0.043 -0.118 -0.245
S 0.9489 2.4840 0.2013 0.030 0.297 -0.099 0.801
H 1.2802 3.6592 -4.5287 0.003 -0.013 0.018 0.113
Ga 0.6940 0.3127 0.9647 -0.039 -0.281 -0.071 0.603
C -1.2585 -2.4822 0.0525 -0.014 0.030 0.070 -0.124
H 0.4949 -0.4318 -3.4464 -0.003 -0.013 0.022 0.140
C -2.2048 -1.1550 1.8259 -0.046 -0.051 -0.049 -0.112
C 0.8890 1.5626 -4.2022 0.021 0.038 -0.078 -0.051
N 0.6847 0.9326 -1.9315 -0.078 -0.227 -0.086 -0.190
H -1.1969 -2.7380 -0.9971 -0.001 -0.004 0.006 0.102
C -2.1392 -1.4952 0.4762 0.019 -0.051 0.063 -0.123
H 0.8780 1.2761 -5.2440 0.001 0.035 0.028 0.111
H 0.1446 -3.2629 3.0410 -0.006 0.024 -0.021 0.109
O 0.8619 -0.4280 4.3489 0.271 0.091 -0.141 0.017
C 0.6797 0.6119 -3.2492 -0.034 -0.010 0.193 -0.007
C 0.9117 2.1900 -1.4870 0.004 0.042 -0.071 -0.622
H -2.7770 -0.9940 -0.2413 0.020 0.013 0.007 0.104
H -1.4222 -1.5246 3.7930 0.001 0.007 0.029 0.101

---

9
Properties=species:S:1:pos:R:3:forces:R:3:lowdin_charge:R:1 method="wB97M-V/def2-TZVPD" gap_ha="0.2408 / 0.2408" charge=-1 e_homo_ev="-2.758 / -2.759" total_energy_ev=-16506.8435 de_lowest_kj_mol=319.5
H 0.1528 1.4283 -0.8783 -1.498 -0.449 0.630 0.103
C -0.2903 0.5782 -0.2749 -0.311 -1.508 -1.087 -0.368
S 0.6480 -1.5843 0.2478 -0.249 1.143 0.389 0.693
H -1.3314 0.5486 0.1335 0.565 0.760 -0.861 0.099
H 1.5610 0.6666 0.5960 2.085 0.499 -0.144 0.028
N -0.0806 -0.6920 -1.0669 -3.750 -1.575 -1.232 -0.482
C 0.6629 0.1848 0.7976 0.704 -1.412 -1.867 -0.492
O -1.7102 -1.5340 -1.2915 3.506 2.077 0.573 -0.589
H 0.3880 0.4039 1.7367 -1.052 0.465 3.599 0.008

---

23
Properties=species:S:1:pos:R:3:forces:R:3:lowdin_charge:R:1 method="wB97M-V/def2-TZVPD" gap_ha=0.2017 charge=+1 e_homo_ev=-11.939 total_energy_ev=-36269.5551 de_lowest_kj_mol=162.1
H 1.1248 -2.2257 -2.5576 0.074 0.063 0.328 0.152
H -1.0028 -3.5539 3.9490 -2.005 0.349 1.304 0.005
C -0.0941 -3.9134 3.6234 1.280 -0.282 0.545 -0.474
C 0.3143 -0.1723 -0.2387 1.009 0.007 -0.937 -0.193
C 0.7907 -1.2583 -0.8965 -0.373 -1.036 2.144 -0.499
H -1.0831 4.5944 -2.1666 -0.161 -0.841 0.196 0.123
H -0.5148 0.3413 -2.7554 0.508 1.108 0.515 0.119
H 0.2976 -4.7977 4.1671 -0.317 0.398 -0.236 0.077
H -0.5061 4.4175 0.1613 0.164 -1.851 -1.172 0.150
H -0.2824 -4.1623 2.6197 0.446 -0.600 -1.521 0.020
O 0.4484 -0.3147 1.1223 -0.661 0.804 0.756 0.031
H 0.1739 2.2247 1.1928 -0.045 0.111 -2.669 0.161
H -1.0496 2.6208 -3.8396 0.288 -0.272 2.502 0.149
C -0.4572 3.4661 -0.4985 0.134 2.280 1.911 -0.107
C -0.0482 1.1222 -0.7624 -0.102 1.560 -1.319 -0.150
O 0.7647 -1.4121 -2.1800 0.107 -0.199 -1.986 0.088
C -0.8529 3.5734 -1.8013 -0.150 1.466 -2.122 -0.105
C -0.0011 2.2916 0.0253 -0.425 -1.467 2.949 -0.033
C -0.3710 1.2683 -2.1463 -1.552 -0.433 -0.434 -0.004
S 1.2312 -2.5437 0.2908 -0.384 1.492 -0.114 1.155
C -0.8265 2.5099 -2.6989 0.918 -1.160 -0.300 -0.043
C 0.8408 -1.4349 1.5253 0.949 -3.222 2.253 -0.456
S 1.1033 -2.6413 3.8646 0.297 1.725 -2.592 0.834

---

14
Properties=species:S:1:pos:R:3:forces:R:3:lowdin_charge:R:1 method="wB97M-V/def2-TZVPD" gap_ha="0.2238 / 0.2472" charge=0 multiplicity=3 e_homo_ev="-5.256 / -8.810" total_energy_ev=-18627.2829 de_lowest_kj_mol=322.0
H 3.3320 -1.3810 0.4648 0.183 -0.554 -0.498 0.092
C 2.5905 -0.6178 0.3780 -0.158 0.372 0.615 -0.282
C -1.7708 0.5393 -1.3147 -1.048 0.558 0.919 -0.032
S 0.8014 0.8105 0.7429 -0.465 2.333 0.757 0.813
H -1.9299 0.2059 -2.3037 0.659 0.521 -1.363 0.039
H -2.3950 -1.3035 -0.8358 -0.917 -3.372 -0.622 0.076
H 0.8212 -1.5143 0.8075 -0.771 -0.430 0.042 0.058
H -1.6224 1.5771 -0.9515 0.065 -0.706 -0.792 0.063
H 3.3179 1.5381 0.7618 0.061 -0.855 0.046 0.054
N 1.1704 -0.7843 0.2060 1.368 -2.694 -0.616 -0.322
O -2.4173 -0.1712 0.8205 -0.321 1.195 1.717 -0.027
C 2.6601 0.6673 0.6803 -0.075 1.839 -0.266 -0.320
H -2.2978 0.8061 1.0282 -0.091 -1.868 -0.455 0.126
C -2.2602 -0.3722 -0.4844 1.509 3.660 0.516 -0.338